C29H17F5MoN2O6SSe | ωB97M-V/def2-TZVPD

Structure (XYZ):
```
62
Properties=species:S:1:pos:R:3
Mo 0.2672 0.6205 0.5159
C -3.0614 0.1795 3.2378
O -2.7342 -1.0861 3.8165
C -1.9724 -1.9820 3.1290
C -2.1968 -3.3112 3.4264
C -1.4890 -4.3333 2.7945
C -0.5604 -4.0055 1.8364
C -0.2992 -2.6634 1.5141
C 0.6919 -2.4347 0.4842
N 1.0672 -1.2975 0.0266
N 1.9940 -1.3238 -1.0122
C 2.1462 -0.1245 -1.4962
O 1.5384 0.9364 -1.0718
C 3.1505 0.0707 -2.5743
C 3.1968 1.2927 -3.2365
C 4.1275 1.5018 -4.2436
C 5.0148 0.4938 -4.5930
C 4.9664 -0.7290 -3.9347
C 4.0359 -0.9425 -2.9308
C -0.9806 -1.6163 2.1807
O -0.7371 -0.3485 1.9821
H -3.8976 0.5480 3.8300
H -2.2305 0.8769 3.2887
H -3.3639 0.0774 2.1945
H -2.9584 -3.5329 4.1640
H -1.6893 -5.3670 3.0427
H -0.0141 -4.7798 1.3106
H 1.1452 -3.3124 0.0269
H 2.4922 2.0637 -2.9553
H 4.1549 2.4531 -4.7600
H 5.7415 0.6581 -5.3794
H 5.6550 -1.5191 -4.2079
H 3.9804 -1.8895 -2.4120
S 2.4610 2.3519 2.6926
C 1.5445 1.5473 1.7599
F -2.8759 2.4110 -5.0218
C -2.5165 2.5269 -3.7380
C -3.4212 2.2378 -2.7352
F -4.6606 1.8387 -3.0562
C -3.0380 2.3509 -1.4116
F -3.9465 2.0293 -0.4839
C -1.7627 2.7608 -1.0419
Se -1.2325 2.7629 0.7931
C -0.8839 3.0568 -2.0739
F 0.3666 3.4512 -1.8118
C -1.2420 2.9379 -3.4048
F -0.3573 3.2111 -4.3736
O -2.7894 0.1576 -4.5601
C -3.3669 -0.6429 -3.6236
C -4.5857 -1.2639 -3.8919
C -5.2025 -2.0557 -2.9396
C -4.6130 -2.2291 -1.6958
C -3.4095 -1.5981 -1.4281
C -2.7584 -0.8105 -2.3751
C -1.4387 -0.1635 -2.0111
O -0.6445 0.1838 -2.8655
O -1.2859 -0.0525 -0.7265
H -3.4035 0.2522 -5.2960
H -5.0514 -1.1107 -4.8606
H -6.1491 -2.5289 -3.1706
H -5.0882 -2.8392 -0.9389
H -2.9382 -1.6984 -0.4593
```

Output
Total energy (Ha): -5043.50490
F_max (eV/A): 1.3
Charge: -1
Gap between HOMO and LUMO (spin up / spin down) (eV): 6.9 / 6.4
HOMO level (spin up / spin down) (eV): -4.667 / -5.272
Energy above the lowest of the compared OMol25 structures with the same formula, charge and spin (kcal per mole): 7.6
Multiplicity: 4